DFT (ωB97M-V with the def2-TZVPD basis set) results for 2 unconnected molecules or ions with the total composition C5H14N2P.

Calculated values
LUMO energy (eV): -3.86
Total charge: +1
HOMO energy (eV): -12.77
Energy above the lowest of the compared OMol25 structures with the same formula, charge and spin (eV): 1.6844
2S+1: 1
Energy (eV): -17671.7851
Kohn-Sham gap (eV): 8.911

Geometry as XYZ:
```
22
Properties=species:S:1:pos:R:3:forces:R:3
C -2.3859 1.9419 0.0903 1.065 0.873 -0.403
C -1.7239 2.5022 1.3313 -0.879 1.098 -1.519
C 0.6605 -2.3996 -0.4919 -0.834 -1.173 2.938
C 2.1438 -0.8797 -1.6112 1.198 0.429 -1.082
C 1.2967 -1.0936 -0.4552 -0.540 -0.986 -0.191
N 0.9124 -0.2146 0.4047 1.917 1.076 -1.749
N -0.9491 1.7738 0.3221 -2.004 -1.460 2.812
P -0.4389 -0.2973 1.4298 -2.242 -4.700 0.224
H -2.8579 0.9846 -0.0146 -0.634 -0.102 0.408
H -2.6232 2.7207 -0.6627 -0.110 -0.769 0.551
H -1.7505 3.6165 1.3030 0.470 -1.018 0.157
H -1.8133 2.0841 2.3167 -0.024 -0.429 0.129
H 0.5271 -2.8527 0.5784 0.488 0.585 -1.956
H -0.3550 -2.1978 -0.7797 -0.881 -0.028 -0.284
H 1.0851 -3.0805 -1.1980 0.375 -0.344 -0.168
H 2.6723 0.0301 -1.6284 0.232 1.703 0.099
H 1.5126 -0.9233 -2.5214 0.330 -0.209 0.432
H 2.9954 -1.5647 -1.7123 -0.706 -0.581 0.148
H 1.2677 0.7297 0.2563 0.216 -0.291 0.085
H -0.3352 2.2396 -0.2170 2.133 2.602 -2.252
H 0.1506 -1.6327 2.0633 -0.752 1.883 -0.497
H 0.0362 0.4565 2.3761 1.181 1.841 2.117
```
Positions in Å, forces in eV/Å.

DFT (ωB97M-V with the def2-TZVPD basis set) results for a molecular structure, C30H30Cl2IrN2O2P.

Calculated values
LUMO energy (eV): -8.29
Total charge: +2
HOMO energy (eV): -13.99
Energy above the lowest of the compared OMol25 structures with the same formula, charge and spin (eV): 0.2633
2S+1: 1
Energy (eV): -75830.6801
Kohn-Sham gap (eV): 5.696

Geometry as XYZ:
```
68
Properties=species:S:1:pos:R:3:forces:R:3
Ir 0.0645 1.4124 0.3656 -0.568 0.027 0.291
Cl 2.8471 0.0450 0.4039 0.055 -0.225 0.009
C 2.1359 1.6099 0.6077 -0.174 0.140 -0.298
Cl 0.3170 3.6208 0.8538 -0.137 0.613 -0.012
H 2.5908 2.3307 -0.0529 0.056 0.060 0.021
H 2.1877 1.9236 1.6502 -0.041 -0.052 0.036
O -2.5092 1.8970 0.6092 0.593 -0.120 -0.309
C -1.8399 2.1781 -0.3081 0.003 0.189 0.229
C -1.9342 2.7791 -1.6186 0.069 -0.051 0.158
C -3.0247 3.5707 -1.9694 0.037 0.026 -0.073
C -3.0023 4.1655 -3.2218 -0.025 0.000 0.027
C -1.9244 3.9685 -4.0788 -0.002 0.010 -0.010
C -0.8480 3.1588 -3.7196 -0.063 -0.024 0.014
C -0.8607 2.5530 -2.4763 -0.030 0.068 -0.033
P 0.3981 1.4046 -1.8914 0.256 -0.069 0.186
C 0.0916 -0.1826 -2.6608 -0.078 0.045 -0.152
C 0.9135 -1.2773 -2.3746 -0.013 0.003 0.023
C 0.6451 -2.5076 -2.9465 -0.020 -0.017 -0.019
C -0.4407 -2.6570 -3.8022 -0.031 0.019 -0.012
C -1.2572 -1.5726 -4.0930 0.017 -0.044 0.012
C -0.9961 -0.3344 -3.5254 0.032 -0.013 0.034
C 1.9519 2.0753 -2.4667 0.007 -0.083 -0.263
C 2.7881 1.3000 -3.2729 0.072 0.044 0.109
C 3.9438 1.8608 -3.7978 -0.001 0.009 0.007
C 4.2553 3.1852 -3.5339 0.000 0.010 -0.006
C 3.4089 3.9681 -2.7523 0.029 -0.028 -0.018
C 2.2568 3.4213 -2.2222 -0.075 -0.010 0.055
H -3.8413 3.7337 -1.2792 0.002 0.000 0.009
H -3.8238 4.7994 -3.5257 0.000 0.005 -0.008
H -1.9196 4.4551 -5.0451 -0.001 0.003 -0.005
H -0.0207 3.0123 -4.4024 0.002 -0.014 0.007
H 1.7618 -1.1739 -1.7127 -0.007 0.023 0.042
H 1.2849 -3.3517 -2.7276 0.006 -0.004 0.000
H -0.6470 -3.6204 -4.2487 0.006 -0.007 -0.003
H -2.0953 -1.6867 -4.7666 -0.005 -0.006 -0.007
H -1.6413 0.5012 -3.7626 0.006 0.000 0.001
H 2.5444 0.2716 -3.4977 0.017 0.017 -0.020
H 4.5962 1.2612 -4.4173 0.000 -0.002 -0.007
H 5.1569 3.6176 -3.9463 0.004 0.003 0.004
H 3.6503 5.0045 -2.5610 -0.006 0.010 -0.001
H 1.5971 4.0399 -1.6224 0.007 -0.043 0.020
C -2.3454 -1.9283 4.9463 -0.082 -0.054 -0.036
C -0.9149 -1.4181 4.9933 0.043 -0.074 -0.014
N 0.0961 -2.4248 4.6320 0.259 -0.097 0.315
C 0.8913 -2.9997 5.7395 -0.042 0.021 -0.159
C 0.0855 -3.9094 6.6461 -0.099 -0.054 0.042
C 0.2135 -2.9912 3.4213 -0.047 -0.050 -0.603
O 0.8502 -3.9905 3.1177 -0.101 0.305 0.449
C -0.4533 -2.3162 2.2306 -0.044 -0.012 0.168
C -1.2827 -3.0732 1.4094 -0.099 -0.006 -0.067
C -1.7865 -2.5180 0.2444 -0.002 -0.150 0.107
C -1.3901 -1.2505 -0.1200 0.097 0.156 0.108
N -0.5373 -0.5355 0.6336 0.029 -0.528 0.020
C -0.1063 -1.0546 1.8084 -0.049 -0.003 -0.209
H -3.0368 -1.1470 5.2657 0.041 -0.005 -0.006
H -2.4725 -2.7825 5.6095 -0.001 -0.016 -0.018
H -2.6342 -2.2369 3.9397 0.000 0.008 0.007
H -0.6768 -1.1174 6.0123 0.036 0.028 -0.009
H -0.8072 -0.5161 4.3871 0.039 -0.032 -0.099
H 1.3078 -2.1622 6.3011 0.007 0.012 -0.013
H 1.7124 -3.5482 5.2867 0.021 0.003 -0.019
H -0.7213 -3.3724 7.1474 -0.002 -0.010 -0.006
H 0.7271 -4.3275 7.4214 0.019 0.024 -0.024
H -0.3413 -4.7383 6.0810 -0.005 0.002 -0.001
H -1.5160 -4.0907 1.6957 -0.030 -0.007 -0.017
H -2.4618 -3.0670 -0.3957 -0.012 -0.007 0.007
H -1.7435 -0.7941 -1.0326 0.015 -0.012 0.000
H 0.5828 -0.4503 2.3885 0.012 0.044 0.040
```
Positions in Å, forces in eV/Å.

DFT (ωB97M-V with the def2-TZVPD basis set) results for C13H19N3O in the gas phase.

Calculated values
LUMO energy (eV): 0.86
Total charge: 0
Structure (SMILES): C[C@@H]1CCCN(c2ccc(N)cc2C(N)=O)C1
HOMO energy (eV): -6.98
Energy above the lowest of the compared OMol25 structures with the same formula, charge and spin (eV): 0.0000
2S+1: 1
Energy (eV): -20308.1002
Kohn-Sham gap (eV): 7.839

Geometry as XYZ:
```
36
Properties=species:S:1:pos:R:3:forces:R:3
C -3.1082 -1.2296 1.5346 0.229 0.216 -0.061
H -2.4838 -1.9671 2.0339 0.019 -0.132 0.084
H -3.7433 -0.7549 2.2795 -0.096 -0.007 0.085
C -2.2490 -0.1907 0.8229 -0.234 -0.255 -0.165
C -3.1106 0.8721 0.1408 0.336 0.159 0.216
C -2.2217 1.8722 -0.5926 -0.078 -0.164 -0.205
C -1.3136 1.1154 -1.5674 -0.019 0.279 0.056
N -0.5252 0.0990 -0.9146 -0.253 -0.009 -0.277
C 0.7798 0.3387 -0.5303 0.387 -0.083 0.071
C 1.2824 1.6342 -0.3576 -0.137 -0.153 -0.065
C 2.5899 1.8648 0.0127 0.263 -0.215 0.016
C 3.4639 0.8063 0.2488 -0.373 -0.020 -0.038
C 2.9836 -0.4859 0.0688 0.016 0.232 0.046
C 1.6754 -0.7294 -0.3293 -0.029 0.438 -0.081
C 1.3133 -2.1382 -0.6614 0.127 -0.254 -0.016
O 0.8087 -2.4882 -1.7066 -0.115 0.049 -0.150
N 1.6379 -3.0363 0.3101 0.078 -0.255 0.234
H 1.5107 -4.0178 0.1267 -0.010 0.061 -0.053
H 2.0877 -2.7537 1.1619 -0.065 0.029 -0.018
H 3.6646 -1.3175 0.1941 0.043 -0.094 0.015
N 4.7554 1.0294 0.7143 0.368 0.073 0.165
H 5.1265 1.9445 0.5088 0.063 -0.129 -0.033
H 5.4103 0.2864 0.5229 0.015 0.139 -0.032
H 2.9414 2.8800 0.1327 0.012 0.111 0.028
H 0.6392 2.4859 -0.5126 -0.114 0.050 0.010
C -1.3443 -0.8664 -0.2225 -0.040 0.083 0.403
H -0.7130 -1.6004 0.2754 -0.128 -0.030 -0.026
H -1.9611 -1.3948 -0.9587 -0.018 -0.097 0.043
H -0.6534 1.7959 -2.1062 -0.036 -0.061 -0.046
H -1.9443 0.6061 -2.3075 0.005 0.082 -0.047
H -2.8299 2.5948 -1.1398 0.017 0.076 -0.006
H -1.6143 2.4167 0.1335 0.027 0.071 0.010
H -3.7285 1.3859 0.8810 -0.081 -0.041 -0.011
H -3.7786 0.3864 -0.5751 -0.100 -0.057 -0.038
H -1.6029 0.3037 1.5587 0.031 0.004 -0.038
H -3.7449 -1.7474 0.8204 -0.110 -0.094 -0.073
```
Positions in Å, forces in eV/Å.

DFT (ωB97M-V with the def2-TZVPD basis set) results for a molecular structure, C24H22BF6N5O6S8V.

Calculated values
LUMO energy (alpha / beta) (eV): -1.97 / -1.22
Total charge: 0
HOMO energy (alpha / beta) (eV): -8.20 / -8.20
Energy above the lowest of the compared OMol25 structures with the same formula, charge and spin (eV): 0.0910
2S+1: 2
Energy (eV): -174332.4823
⟨S²⟩: 0.796
Kohn-Sham gap (alpha / beta) (eV): 6.233 / 6.983

Geometry as XYZ:
```
73
Properties=species:S:1:pos:R:3:forces:R:3
V -0.5924 -1.0600 0.0640 -0.422 -0.289 -0.599
S 4.8023 2.0402 -2.2365 0.151 0.094 0.078
C 3.5340 1.0089 -2.4074 0.262 0.165 0.350
S 3.0461 -0.0900 -1.1399 0.227 0.063 0.014
C 1.7222 -0.5901 -2.1125 -0.504 0.040 -0.748
N 1.6360 -0.0211 -3.2695 0.057 -0.293 0.564
N 2.6653 0.8651 -3.4337 -0.211 -0.116 -0.097
C 2.6660 1.6099 -4.6488 0.133 0.036 -0.105
C 3.8606 1.8805 -5.2978 -0.056 -0.027 -0.075
C 3.8307 2.5997 -6.4828 0.056 -0.035 0.042
C 2.6282 3.0341 -7.0124 -0.146 -0.008 0.051
C 1.4384 2.7393 -6.3585 0.131 -0.001 -0.019
C 1.4514 2.0258 -5.1735 0.010 0.009 0.017
S 0.5549 -1.8320 -1.6823 0.261 -0.237 0.156
H 4.7944 1.5318 -4.8845 -0.024 0.023 -0.022
H 4.7582 2.8144 -6.9933 0.050 0.015 -0.032
H 2.6130 3.5964 -7.9338 -0.001 0.042 -0.078
H 0.4964 3.0655 -6.7687 -0.118 0.057 -0.074
H 0.5329 1.7798 -4.6615 0.019 -0.018 -0.001
F -0.0076 3.8365 -1.3540 0.036 -0.152 0.128
C -1.0797 3.1326 -1.6655 0.220 0.101 -0.338
F -2.1534 3.8871 -1.5557 -0.102 -0.161 0.090
F -0.9699 2.6918 -2.9211 -0.051 -0.033 0.319
S -1.2280 1.6346 -0.5774 0.072 0.046 0.193
O -2.2532 0.7800 -1.1108 -0.111 0.279 -0.058
O 0.0871 0.9599 -0.5529 -0.457 0.171 0.142
N -1.5798 2.2967 0.8081 0.021 0.151 -0.039
S -1.6446 1.3272 2.0395 0.292 -0.566 -0.245
O -2.6716 1.6000 2.9712 -0.087 0.032 -0.070
O -1.5346 -0.0911 1.5604 0.160 0.693 0.563
C -0.0534 1.5965 2.9541 0.178 0.260 0.187
F -0.0255 2.8567 3.3840 -0.058 -0.263 -0.087
F 0.9966 1.3740 2.1791 -0.175 0.022 -0.092
F -0.0065 0.7705 3.9944 -0.120 0.042 -0.098
C 4.2673 -2.0421 2.0909 -0.088 -0.057 0.127
C 2.8061 -2.1853 2.4789 0.123 -0.049 0.034
C 2.5797 -1.6678 3.8903 -0.031 -0.041 -0.027
O 2.0286 -1.3276 1.5952 -0.025 0.134 -0.154
B 0.8973 -2.0033 1.2590 0.053 -0.127 0.019
O 0.8586 -3.2861 1.7044 -0.036 0.011 0.080
C 2.1839 -3.6005 2.2231 0.057 -0.095 0.111
C 2.8913 -4.3936 1.1344 -0.095 0.042 -0.006
C 2.0107 -4.4450 3.4733 0.076 -0.028 -0.086
H 4.5619 -1.0003 2.1863 0.010 0.111 0.037
H 4.4560 -2.3533 1.0699 -0.019 -0.020 -0.133
H 4.8974 -2.6322 2.7550 0.036 -0.070 0.049
H 2.9037 -0.6325 3.9415 0.044 0.134 -0.005
H 3.1481 -2.2415 4.6189 0.054 -0.043 0.042
H 1.5275 -1.7067 4.1651 -0.085 -0.016 -0.008
H 2.9746 -3.8177 0.2144 -0.006 0.073 -0.068
H 2.3099 -5.2874 0.9176 -0.045 -0.036 -0.004
H 3.8873 -4.6982 1.4429 0.121 -0.028 0.076
H 1.3305 -3.9817 4.1808 -0.048 0.072 0.039
H 2.9698 -4.6044 3.9666 0.056 -0.007 -0.009
H 1.6064 -5.4185 3.2026 -0.031 -0.033 -0.032
S -6.6744 -0.8143 -1.7774 -0.145 0.020 -0.002
C -5.1765 -1.4134 -1.4873 -0.401 0.158 0.188
S -4.6802 -2.1132 0.0340 -0.131 0.028 0.047
C -3.0929 -2.3284 -0.6007 0.594 0.098 0.009
N -2.9362 -1.9313 -1.8200 0.127 -0.211 0.338
N -4.1000 -1.4371 -2.3084 0.134 -0.063 -0.218
C -4.0806 -0.9796 -3.6613 -0.048 0.037 -0.210
C -3.0939 -0.0877 -4.0513 -0.077 -0.114 -0.060
C -3.0488 0.3277 -5.3718 -0.066 -0.041 0.010
C -3.9839 -0.1409 -6.2831 0.043 0.022 0.045
C -4.9621 -1.0343 -5.8775 -0.042 -0.055 0.066
C -5.0154 -1.4654 -4.5616 0.089 0.105 0.004
S -1.7309 -2.9584 0.3285 0.035 -0.117 -0.143
H -2.3739 0.2560 -3.3282 0.059 0.012 0.025
H -2.2835 1.0207 -5.6868 0.086 0.058 -0.040
H -3.9473 0.1844 -7.3111 0.008 0.048 -0.106
H -5.6874 -1.4049 -6.5865 -0.044 -0.021 -0.056
H -5.7733 -2.1582 -4.2305 -0.037 -0.036 0.003
```
Positions in Å, forces in eV/Å.

DFT (ωB97M-V with the def2-TZVPD basis set) results for a molecular structure, C24H41B2F2N7OS3V.

Calculated values
LUMO energy (alpha / beta) (eV): 0.60 / 0.60
Total charge: 0
HOMO energy (alpha / beta) (eV): -5.60 / -4.88
Energy above the lowest of the compared OMol25 structures with the same formula, charge and spin (eV): 0.3811
2S+1: 2
Energy (eV): -103018.3199
⟨S²⟩: 0.772
Kohn-Sham gap (alpha / beta) (eV): 6.199 / 5.476

Geometry as XYZ:
```
81
Properties=species:S:1:pos:R:3:forces:R:3
V 0.2173 0.1445 -0.3214 0.694 -0.386 1.647
C -2.4579 1.0203 3.7636 -0.039 -0.058 0.050
C -2.7218 -0.4631 4.0000 -0.474 0.500 0.315
C -2.8430 -0.7150 5.5099 0.051 0.015 -0.230
C -4.0276 -0.8409 3.2841 0.193 0.027 0.076
N -1.6593 -1.3222 3.4762 0.648 -0.440 -0.513
C -1.8101 -2.6933 3.5053 0.109 -0.605 -0.085
C -0.7466 -3.2406 2.8931 -0.335 -0.188 0.253
N 0.0806 -2.2336 2.4750 -0.324 0.128 0.491
B 1.3437 -2.5750 1.6778 -0.264 0.410 -0.182
N 2.4206 -1.4910 1.8719 0.633 0.399 -0.185
C 2.9957 -1.3633 3.1033 0.360 0.147 0.243
C 3.8148 -0.2963 3.0836 -0.090 -0.387 0.409
N 3.7587 0.2570 1.8243 -0.725 -0.771 0.038
C 2.8783 -0.4860 1.0943 0.535 -0.309 0.426
S 2.5190 -0.3316 -0.5562 -0.280 0.419 -1.031
C 4.5148 1.4799 1.5336 0.455 0.650 -0.179
C 4.0591 2.5514 2.5350 -0.011 -0.142 -0.104
C 4.2884 2.0135 0.1216 -0.071 -0.063 0.092
C 6.0068 1.1610 1.7134 -0.223 0.021 -0.031
N 1.0359 -2.8259 0.1836 -0.201 -0.136 -0.738
C 1.9641 -3.4740 -0.5870 -0.058 -0.138 -0.049
C 1.4968 -3.5572 -1.8472 0.029 -0.016 0.194
N 0.2499 -2.9650 -1.8789 0.842 0.053 1.060
C 0.0108 -2.4588 -0.6270 -0.209 -0.923 -0.216
S -1.3799 -1.6301 -0.0974 -0.777 0.089 0.456
C -0.5806 -3.0616 -3.0875 -0.502 -0.012 -0.723
C 0.1183 -2.2950 -4.2162 -0.038 0.012 0.269
C -1.9884 -2.5101 -2.8866 0.095 0.070 0.073
C -0.7069 -4.5532 -3.4393 0.107 0.206 0.060
C -0.4811 -1.0514 2.8374 0.233 -0.074 0.322
S 0.2516 0.4388 2.6333 0.493 0.797 -0.557
H -3.3034 1.5924 4.1384 -0.224 -0.054 0.104
H -2.3375 1.2254 2.7027 0.031 0.087 0.013
H -1.5597 1.3465 4.2785 -0.046 0.078 -0.059
H -3.6305 -0.0899 5.9212 -0.114 0.074 0.056
H -1.9081 -0.4679 6.0086 0.079 0.027 0.030
H -3.0846 -1.7538 5.7239 -0.022 -0.080 0.032
H -4.8107 -0.1376 3.5541 -0.083 0.076 0.059
H -4.3627 -1.8383 3.5552 -0.057 -0.107 -0.020
H -3.8780 -0.8068 2.2066 -0.011 -0.001 -0.101
H -2.6465 -3.1708 3.9666 -0.188 -0.090 0.067
H -0.4931 -4.2668 2.7257 -0.025 -0.216 -0.028
H 1.7844 -3.5953 2.1188 0.093 -0.266 0.086
H 2.7703 -2.0484 3.8924 -0.049 -0.118 0.224
H 4.4265 0.1020 3.8633 0.104 0.103 0.138
H 2.9778 2.6599 2.4837 -0.107 0.029 0.008
H 4.5160 3.5072 2.2941 0.098 0.077 -0.057
H 4.3287 2.2967 3.5563 0.014 -0.021 0.112
H 3.2368 2.2431 -0.0465 0.115 0.009 -0.068
H 4.6084 1.2957 -0.6281 -0.025 0.082 -0.057
H 4.8666 2.9269 -0.0002 0.112 0.086 0.116
H 6.2396 0.8612 2.7330 0.013 -0.012 0.071
H 6.5983 2.0401 1.4738 0.062 0.116 -0.011
H 6.2997 0.3553 1.0437 0.028 -0.062 -0.075
H 2.8843 -3.8192 -0.1634 0.204 -0.059 0.019
H 1.9692 -3.9735 -2.7120 -0.028 -0.087 -0.153
H 0.2115 -1.2448 -3.9462 0.030 0.037 -0.023
H -0.4652 -2.3700 -5.1294 -0.091 -0.043 -0.098
H 1.1136 -2.6898 -4.4102 0.081 -0.038 -0.046
H -1.9744 -1.4383 -2.7138 -0.043 -0.005 -0.021
H -2.4734 -2.9886 -2.0406 -0.093 -0.035 -0.064
H -2.5757 -2.7135 -3.7763 0.037 -0.082 -0.273
H 0.2453 -4.9896 -3.7283 0.113 -0.063 0.003
H -1.3903 -4.6706 -4.2741 -0.098 0.021 -0.121
H -1.1017 -5.1037 -2.5895 -0.056 -0.099 0.099
C -3.8854 3.6831 -0.0079 -0.403 -0.216 0.043
N -2.5184 3.2284 0.0205 0.400 -0.503 -0.018
C -1.4139 4.1610 0.0900 0.399 -0.034 0.014
C -2.1970 1.9186 -0.0498 -0.115 0.620 -0.013
O -1.0221 1.5463 0.0158 -1.083 0.888 0.261
H -3.9017 4.7693 -0.0596 -0.003 -0.068 -0.021
H -4.4250 3.3721 0.8914 -0.029 0.086 -0.025
H -4.4104 3.2873 -0.8799 -0.021 0.054 0.006
H -1.7862 5.1811 0.1080 -0.039 -0.024 0.004
H -0.7626 4.0203 -0.7785 -0.029 0.119 0.106
H -0.8169 3.9686 0.9863 -0.016 0.111 -0.048
H -3.0311 1.2215 -0.1875 0.151 0.005 0.000
F 0.7685 1.2159 -3.0615 0.741 0.453 -0.836
B -0.1156 0.6942 -2.1885 0.424 -0.272 -0.715
F -1.3653 0.9066 -2.6769 -1.088 0.127 -0.373
```
Positions in Å, forces in eV/Å.